The following is a DFT calculation (ωB97M-V with the def2-TZVPD basis set) of a molecular structure, C21H30CdCl3N4O5PS.

Structure (XYZ):
```
66
Properties=species:S:1:pos:R:3:forces:R:3
Cd -0.0600 -0.3749 -0.8978 0.43 0.01 -0.13
Cl 5.9970 -4.3315 0.9098 0.09 -0.16 0.07
C 4.8348 -3.1245 0.4824 -0.20 0.18 -0.05
C 3.4931 -3.4568 0.3873 0.08 0.05 -0.04
C 2.5814 -2.4823 0.0277 0.42 0.46 -0.12
Cl 0.9166 -2.8938 -0.2081 -0.05 -0.68 0.33
C 2.9457 -1.1412 -0.2208 0.33 -0.24 0.03
O 2.1102 -0.2030 -0.5454 0.01 0.26 0.04
C 4.3320 -0.8789 -0.1303 -0.24 -0.14 0.05
Cl 4.8673 0.7254 -0.4948 0.07 0.21 -0.04
C 5.2631 -1.8339 0.2143 -0.06 -0.19 0.02
H 3.1666 -4.4651 0.5733 -0.06 -0.17 0.01
H 6.3109 -1.5829 0.2633 0.07 0.03 0.02
O -3.4808 3.9819 -3.1953 -0.30 -0.15 0.21
C -2.3014 4.0778 -3.7704 0.24 0.04 -0.04
O -2.0781 4.8509 -4.6713 0.01 0.00 0.01
C -1.2084 3.2045 -3.2504 0.19 -0.22 0.11
C 0.1200 3.3264 -3.6248 -0.49 0.04 0.14
N 0.8097 2.3918 -2.9557 -0.08 0.25 0.02
N 0.0165 1.6555 -2.1778 -0.10 -0.12 0.30
C -1.2149 2.1175 -2.3405 0.15 0.35 -0.22
C -2.3446 1.4447 -1.5967 0.06 0.38 -0.33
O -3.3871 2.0829 -1.4093 -0.13 0.06 -0.06
O -2.1169 0.2694 -1.2076 -0.49 -0.10 -0.17
H -3.5213 3.2897 -2.4604 0.23 0.19 -0.22
H 0.5726 4.0220 -4.3031 0.11 0.09 -0.12
H 1.8024 2.2031 -2.9765 -0.23 -0.05 -0.04
C -2.7587 1.3905 3.1963 0.04 -0.09 -0.16
C -1.9207 1.3269 1.9198 0.24 -0.21 -0.19
C -0.8458 2.4121 1.9228 -0.02 -0.10 -0.18
P -1.1850 -0.3313 1.4722 -0.33 -0.25 1.22
C -0.0505 -0.9236 2.8582 -0.18 0.14 -0.31
C -0.5833 -0.8892 4.2865 -0.07 -0.06 -0.16
C 1.3012 -0.2152 2.7776 -0.04 -0.14 -0.19
C -2.6358 -1.5114 1.6161 0.24 0.14 -0.11
C -2.2597 -2.8409 0.9673 0.05 0.08 0.17
C -3.9106 -0.9810 0.9679 0.04 0.02 -0.02
H -3.4059 2.2658 3.1507 -0.06 0.05 0.03
H -2.1305 1.4876 4.0770 0.04 0.00 0.08
H -3.3867 0.5125 3.3198 -0.10 -0.03 0.08
H -2.5778 1.5148 1.0625 0.02 -0.07 0.06
H -0.2455 2.3683 2.8289 0.09 -0.02 0.06
H -1.3126 3.3946 1.8852 -0.02 0.10 -0.03
H -0.1803 2.3112 1.0616 0.04 0.11 0.01
H 0.1126 -1.9758 2.5893 -0.05 0.08 -0.09
H -0.6061 0.1253 4.6746 -0.02 0.10 0.03
H 0.0768 -1.4676 4.9320 0.05 -0.06 0.05
H -1.5806 -1.3139 4.3625 -0.11 -0.02 0.11
H 1.2490 0.7762 3.2198 0.02 0.11 0.05
H 1.6259 -0.1072 1.7439 0.11 0.06 0.02
H 2.0555 -0.7875 3.3173 0.07 0.01 0.06
H -2.8155 -1.6824 2.6854 0.08 0.09 -0.11
H -2.0924 -2.6980 -0.1017 0.02 -0.06 -0.07
H -3.0749 -3.5496 1.0868 -0.12 -0.12 -0.03
H -1.3711 -3.2794 1.4160 0.08 -0.07 -0.03
H -3.7485 -0.8029 -0.0920 -0.06 0.04 0.00
H -4.2504 -0.0526 1.4161 -0.09 0.09 -0.01
H -4.7052 -1.7180 1.0783 -0.06 -0.08 0.06
N 2.6891 0.0520 -3.1477 0.35 0.06 -0.13
C 1.9621 -0.8060 -3.8746 -0.09 0.00 -0.18
N 2.4215 -1.1939 -5.0768 0.28 0.18 0.01
S 0.4705 -1.3882 -3.3823 -0.55 -0.31 0.07
H 3.6570 0.2043 -3.3942 -0.01 -0.03 0.00
H 2.4602 0.1216 -2.1385 0.11 -0.09 -0.04
H 3.2944 -0.8578 -5.4485 -0.06 -0.01 0.01
H 1.8321 -1.7650 -5.6572 0.03 0.01 0.07
```
Positions in Å, forces in eV/Å.

Computed properties:
Calculated total energy, Ha: -3701.44840
HOMO, eV: -8.34
Lowest unoccupied orbital energy, Ha: 0.0009

The following is a DFT calculation (ωB97M-V with the def2-TZVPD basis set) of a single C21H30ClNO4 molecule.

Structure (XYZ):
```
57
Properties=species:S:1:pos:R:3:forces:R:3
C 1.6373 3.2594 -3.2466 0.12 -0.35 0.09
C 1.2096 1.7361 -3.0219 0.95 0.92 -0.47
C 1.6804 1.2900 -1.5892 -1.45 -0.03 -0.28
Cl 3.5011 1.2630 -1.6046 -0.73 -0.03 0.17
C 1.0390 -0.0498 -1.0967 0.23 -1.71 0.64
C 1.9055 -1.1249 -0.5859 -2.74 -0.60 0.05
C 1.3615 -2.4088 -0.1015 -0.39 -0.27 -0.71
C 2.3504 -3.4851 0.4691 -0.73 1.37 0.00
C 2.5303 -3.1370 2.0318 0.48 -0.67 -1.18
C 1.8577 -4.2593 2.8970 0.18 0.02 0.75
C 1.3487 -3.7926 4.3170 -0.32 -0.36 0.57
O 1.5127 -2.3831 4.5633 -0.21 -0.13 -0.19
C -0.0619 -2.6809 -0.1434 2.21 2.91 -1.15
C -0.8872 -1.5705 -0.6577 0.14 -1.66 0.58
C -0.4325 -0.2759 -1.1101 1.56 -1.80 0.05
O -1.3554 0.6827 -1.5293 1.26 -0.43 1.87
C -2.1899 0.9928 -0.3649 -2.20 0.28 0.23
C -2.6982 2.4793 -0.3065 0.01 -0.13 -0.26
C -3.5155 2.8530 -1.6183 0.07 -0.33 1.02
C -1.5974 3.5422 0.0658 0.29 0.27 -0.30
C -0.8308 4.0837 -1.2183 -0.69 0.26 1.11
C -0.6057 3.0546 1.2068 -1.45 -0.03 -0.53
C -2.3061 -2.1923 -0.5621 -0.13 0.36 0.42
O -3.3543 -1.8987 -1.0708 0.67 0.52 0.15
N -2.2473 -3.3732 0.2769 1.34 -0.66 -0.16
C -0.8983 -3.9166 0.2814 -0.43 2.53 -0.57
O -0.5924 -5.0472 0.5189 0.05 0.45 0.22
H 1.6785 3.8039 -2.2671 -0.16 -0.44 -0.97
H 2.6658 3.3225 -3.6805 -0.88 -0.11 0.28
H 0.9248 3.7834 -3.9326 0.62 -0.43 0.61
H 0.1165 1.6166 -3.2071 0.85 -0.07 0.57
H 1.7586 1.1447 -3.8041 -0.63 0.23 0.84
H 1.3911 2.1065 -0.8724 0.36 -0.81 -0.61
H 3.0105 -1.0307 -0.5338 -1.07 0.23 -0.17
H 3.3048 -3.3862 -0.1027 -0.65 -0.19 0.58
H 1.9163 -4.4996 0.3032 0.46 0.79 0.22
H 3.6421 -3.0744 2.1980 -1.13 -0.12 0.26
H 2.1224 -2.1125 2.1927 0.17 -0.95 0.18
H 2.6121 -5.0763 3.0847 -0.71 0.80 -0.36
H 0.9938 -4.7617 2.3817 0.90 0.75 0.23
H 1.9111 -4.3383 5.1264 -0.60 0.31 -0.77
H 0.2503 -4.0237 4.4217 1.04 -0.05 -0.12
H 0.8860 -2.1208 5.2572 0.39 -0.22 -0.37
H -1.7247 0.6729 0.6029 0.02 0.45 -0.98
H -3.1181 0.3590 -0.4763 0.93 0.62 0.11
H -3.4585 2.5042 0.5301 0.79 -0.30 -0.68
H -4.3003 2.0658 -1.7833 0.70 0.75 0.08
H -2.8610 2.8976 -2.5198 -0.60 0.13 0.70
H -4.0322 3.8263 -1.4021 0.51 -0.77 -0.59
H -2.1282 4.4412 0.4938 0.37 -0.92 -0.34
H 0.1673 4.4451 -0.8598 -0.76 -0.30 -0.69
H -0.7679 3.3176 -2.0244 0.23 0.64 0.73
H -1.4226 4.9655 -1.5877 0.76 -0.83 0.03
H -1.2657 2.6124 2.0090 0.92 0.49 -0.50
H -0.0709 3.9571 1.5909 -0.17 -1.00 -0.21
H 0.0743 2.2427 0.8460 -0.35 0.81 0.35
H -2.6381 -3.3019 1.2152 -0.42 -0.17 -0.54
```
Positions in Å, forces in eV/Å.

Computed properties:
SMILES: CC[C@H](Cl)c1cc(CCCCO)c2c(c1OC[C@H](C)C(C)C)C(=O)NC2=O
Calculated total energy, Ha: -1634.01527
HOMO, eV: -9.07
Lowest unoccupied orbital energy, Ha: -0.0187

The following is a DFT calculation (ωB97M-V with the def2-TZVPD basis set) of a molecular structure, C21H30F13GaNO10S.

Structure (XYZ):
```
77
Properties=species:S:1:pos:R:3:forces:R:3
C -3.5090 1.0182 1.6175 -0.02 0.40 0.28
C -2.3513 0.3656 0.6059 -0.88 0.37 0.85
C -2.9897 -0.6468 -0.5243 -0.33 1.50 1.48
F -3.1758 -1.9734 0.1537 -0.03 1.70 -0.79
Ga -1.8536 -0.8672 -2.2370 -0.84 -1.38 -0.26
C -2.8718 -2.2437 -3.4440 -0.65 -0.45 -0.67
C -2.4648 -3.8147 -3.1255 0.36 1.11 -0.09
C -1.0435 -4.1579 -3.9382 -0.96 0.40 0.79
C 0.0786 -4.4305 -2.7679 -0.28 -1.04 0.20
C 1.6226 -4.5983 -3.3370 -1.93 -0.76 -2.90
F 2.0404 -6.0448 -3.4748 -0.79 4.45 0.81
F 1.5305 -4.1365 -4.7773 1.09 -1.19 3.96
C 2.7326 -3.6349 -2.6519 0.87 2.83 -5.08
F 2.2714 -2.2134 -2.8732 1.41 -4.91 0.89
F 4.0314 -3.7291 -3.4177 -4.29 0.36 2.56
S 3.0809 -3.8279 -0.8485 2.94 0.68 3.76
F 1.7683 -2.8580 -0.3297 2.38 -2.56 -1.26
F 2.2483 -5.3026 -0.6632 1.30 3.23 -0.55
F 4.5162 -4.7272 -1.2805 -3.04 1.58 1.38
F 4.0240 -2.3572 -0.9281 -1.80 -3.12 0.21
F 3.5626 -3.9569 0.7918 -1.05 0.17 -3.20
N -1.8858 0.8234 -3.2073 3.32 2.92 2.46
C -3.0831 1.6739 -2.8447 -0.84 1.39 -0.84
C -0.6461 1.6565 -2.9642 -1.90 4.23 -1.44
C 0.8467 1.0710 -2.5772 0.09 0.28 0.28
O -0.7427 3.0072 -3.1129 0.73 -6.75 1.03
H -3.0888 1.9399 2.2410 -0.65 -1.94 -1.32
H -4.4336 1.4398 1.0164 1.88 -0.98 1.05
H -3.9011 0.2461 2.4153 0.75 1.36 -1.72
H -1.7923 1.2857 0.1323 -1.03 -1.92 0.61
H -1.5938 -0.2013 1.3011 -1.31 0.94 -1.54
H -4.0628 -0.1993 -0.7926 2.03 -1.28 0.79
H -0.3782 -1.4348 -2.0051 -0.02 0.08 0.14
H -2.6479 -1.9247 -4.5685 -0.58 -1.01 2.11
H -4.0202 -2.0980 -3.2626 1.95 -0.34 -0.42
H -3.3439 -4.5315 -3.4280 1.87 1.12 0.64
H -2.2545 -3.8635 -1.9563 -0.66 -0.23 -2.40
H -1.2160 -5.1163 -4.5872 0.65 1.94 1.05
H -0.8336 -3.1787 -4.5836 -0.08 -2.47 1.40
H -0.1962 -5.4581 -2.2287 0.75 2.18 -1.20
H -0.0522 -3.5890 -1.9671 0.74 -1.37 -1.64
H -3.2564 2.4484 -3.7239 0.23 -1.43 1.84
H -4.0648 1.0340 -2.7715 2.05 1.01 -0.08
H -2.9343 2.3252 -1.8628 -0.34 -1.68 -2.15
H 1.5552 2.0035 -2.3858 -1.78 -1.85 -0.53
H 0.7981 0.4463 -1.5614 0.06 1.25 -2.48
H 1.3431 0.4311 -3.4453 -1.34 1.16 1.91
C 2.1881 -0.5976 2.5883 0.78 -0.67 -1.02
C 1.5120 -1.0323 3.8435 0.08 -0.32 0.30
O 1.0716 0.1778 4.4167 -0.41 0.03 -0.68
C 0.8570 1.0126 3.3613 -1.35 2.84 -0.54
O 0.2169 2.0488 3.4274 1.54 -2.37 -0.02
O 1.4406 0.5430 2.2165 -0.73 0.58 1.04
F 2.3932 -1.6091 4.6911 0.15 -0.30 0.42
H 3.2330 -0.3106 2.7475 -0.26 -0.13 0.18
H 2.1495 -1.3629 1.8085 -0.17 0.25 0.01
H 0.6565 -1.6976 3.6852 0.13 -0.04 0.19
C 3.3523 2.3431 6.3870 -1.15 0.26 0.57
C 4.8037 2.6777 6.4456 0.50 -0.07 0.52
O 5.3749 1.8391 5.4671 -0.64 0.30 -0.51
C 4.3922 1.6536 4.5417 0.04 -1.16 -2.79
O 4.5831 1.2173 3.4187 -0.37 1.05 2.72
O 3.1662 2.0237 5.0227 1.19 -0.17 -0.62
F 5.3266 2.3471 7.6477 0.25 0.13 0.24
H 3.0926 1.4747 7.0017 0.25 0.08 0.01
H 2.7193 3.1841 6.6827 0.02 -0.15 -0.26
H 5.0329 3.7232 6.2138 0.11 -0.10 0.15
C -2.3816 6.1407 0.5124 0.09 0.96 0.76
C -1.6447 5.3985 -0.5496 0.96 -0.56 -0.19
O -2.4387 4.2535 -0.7628 -0.91 0.87 0.24
C -3.7099 4.6431 -0.4647 -2.50 -1.85 -0.77
O -4.7092 4.0213 -0.7850 2.28 1.57 0.90
O -3.7294 5.8208 0.2310 -0.22 -0.62 -0.51
F -0.4318 4.9990 -0.1056 0.19 0.09 -0.09
H -2.1301 5.7974 1.5215 0.17 -0.13 -0.21
H -2.2151 7.2199 0.4574 -0.22 -0.14 -0.04
H -1.5347 5.9505 -1.4891 0.16 -0.18 0.05
```
Positions in Å, forces in eV/Å.

Computed properties:
Calculated total energy, Ha: -5246.29192
HOMO, eV: -4.99
Total charge: -1
Lowest unoccupied orbital energy, Ha: -0.0147

The following is a DFT calculation (ωB97M-V with the def2-TZVPD basis set) of a single C21H30N2O3 molecule.

Structure (XYZ):
```
56
Properties=species:S:1:pos:R:3:forces:R:3
O -0.1341 -2.8700 -1.0314 -0.22 -0.51 0.18
C 0.2853 -1.7300 -1.0826 0.46 0.59 -0.22
N -0.4883 -0.6785 -1.4258 -0.23 0.26 -0.14
C -1.9173 -0.8281 -1.5659 -0.10 -0.20 0.38
C -2.6531 -0.6718 -0.2089 -0.24 0.27 -0.83
O -1.9532 -1.3868 0.7884 0.00 -0.10 0.32
C -2.6761 0.7992 0.2256 0.10 -0.41 0.32
C -3.4812 0.9798 1.5091 -0.08 0.15 -0.20
C -4.9074 0.4756 1.3218 0.14 -0.17 0.23
C -4.8841 -0.9966 0.9264 -0.13 0.12 -0.21
C -4.0925 -1.1916 -0.3636 0.26 -0.02 0.37
C 1.7252 -1.3534 -0.7549 -0.17 -0.27 0.11
C 2.6935 -2.5155 -1.0061 -0.09 -0.05 -0.02
C 3.6960 -2.6913 0.1403 0.18 0.01 -0.14
C 4.1516 -1.3731 0.7293 -0.10 -0.40 -0.01
O 5.3154 -1.0780 0.9186 0.44 0.12 0.01
N 3.1224 -0.5607 1.0730 -0.04 0.24 0.04
C 3.3917 0.7040 1.7172 0.40 0.20 0.01
C 3.6283 1.8545 0.7230 -0.04 -0.19 0.25
C 2.4053 2.1932 -0.0774 0.09 0.04 -0.10
C 1.2890 2.7476 0.5418 -0.02 0.02 -0.05
C 0.1507 3.0466 -0.1843 -0.02 0.05 0.07
C 0.1072 2.7887 -1.5459 -0.04 0.03 -0.10
C 1.2166 2.2500 -2.1766 -0.05 0.04 -0.10
C 2.3581 1.9590 -1.4462 0.03 0.10 0.07
C 1.7760 -0.9438 0.7266 -0.32 -0.13 -0.21
H -0.1188 0.2581 -1.3595 0.16 -0.08 0.00
H -2.0905 -1.8380 -1.9496 -0.06 0.14 -0.04
H -2.2885 -0.1001 -2.2886 -0.05 -0.03 0.00
H -1.7728 -2.2766 0.4580 0.08 -0.02 -0.03
H -1.6497 1.1323 0.3873 0.04 0.02 -0.10
H -3.1159 1.3977 -0.5746 0.00 0.05 -0.10
H -2.9983 0.4115 2.3048 0.02 0.05 0.10
H -3.4859 2.0344 1.7923 0.04 0.00 0.08
H -5.4720 0.6033 2.2472 -0.07 0.06 -0.03
H -5.4038 1.0575 0.5410 -0.08 0.07 -0.02
H -4.4081 -1.5724 1.7220 -0.05 -0.06 0.03
H -5.9007 -1.3711 0.7933 0.00 -0.06 0.06
H -4.0652 -2.2524 -0.6242 0.04 -0.02 -0.12
H -4.5746 -0.6533 -1.1820 -0.06 0.01 -0.12
H 2.0105 -0.4828 -1.3515 -0.07 -0.10 0.12
H 2.1137 -3.4345 -1.1177 0.07 0.08 -0.05
H 3.2325 -2.3438 -1.9386 -0.01 -0.02 -0.01
H 3.2323 -3.2603 0.9502 -0.01 -0.03 0.01
H 4.5733 -3.2419 -0.1980 -0.02 0.06 0.13
H 2.5607 0.9383 2.3865 0.04 -0.01 0.00
H 4.3031 0.5707 2.3065 -0.17 0.06 0.02
H 3.9422 2.7293 1.2969 0.07 0.03 -0.02
H 4.4464 1.5679 0.0612 0.04 0.04 0.04
H 1.3175 2.9574 1.6016 0.00 0.02 0.13
H -0.7018 3.4899 0.3088 -0.08 0.02 0.05
H -0.7817 3.0207 -2.1137 -0.08 0.03 -0.06
H 1.1957 2.0606 -3.2401 0.00 -0.01 -0.09
H 3.2284 1.5581 -1.9469 0.09 -0.06 -0.02
H 1.1067 -0.1021 0.9132 0.04 -0.09 0.03
H 1.4403 -1.7875 1.3428 -0.09 0.08 -0.02
```
Positions in Å, forces in eV/Å.

Computed properties:
Energy above the lowest of the compared OMol25 structures with the same formula, charge and spin, kcal per mole: 0.0
SMILES: O=C(NCC1(O)CCCCC1)[C@@H]1CCC(=O)N(CCc2ccccc2)C1
Calculated total energy, Ha: -1153.52130
HOMO, eV: -9.03
Lowest unoccupied orbital energy, Ha: 0.0241